(1)
Density functional theory data (wB97M-V/def2-TZVPD) for a molecular structure, C26H39Cl2OPSn in a non-equilibrium geometry.

```
70
Properties=species:S:1:pos:R:3:nbo_charge:R:1
P -0.15546 0.95321 -0.35676 0.820
C -1.78610 0.32564 -0.80275 -0.522
C -2.32147 1.08831 -2.03678 -0.407
C -3.76176 0.66211 -2.32135 -0.400
C -3.89707 -0.85922 -2.43428 -0.398
C -3.28942 -1.64301 -1.26253 -0.396
C -1.86027 -1.20224 -0.95430 -0.390
C 1.29401 0.20852 -1.12189 -0.524
C 1.20536 0.52610 -2.62986 -0.409
C 2.51868 0.12236 -3.29445 -0.389
C 2.89207 -1.32936 -2.99440 -0.401
C 2.82239 -1.72241 -1.50949 -0.396
C 1.52314 -1.28306 -0.84649 -0.397
C -0.05102 2.76756 -0.25270 -0.506
C -1.18147 3.32986 0.64010 -0.407
C -1.14274 4.85170 0.71210 -0.393
C 0.22057 5.40035 1.15171 -0.396
C 1.39572 4.74700 0.41556 -0.393
C 1.29339 3.22613 0.36600 -0.403
H -2.40776 0.61403 0.08582 0.238
H -1.66871 0.87997 -2.90187 0.196
H -2.27229 2.17785 -1.87152 0.207
H -4.10404 1.15639 -3.23639 0.207
H -4.36922 1.00191 -1.46936 0.192
H -4.95246 -1.11995 -2.51595 0.207
H -3.41142 -1.19074 -3.35666 0.192
H -3.88882 -1.46895 -0.35817 0.193
H -3.27901 -2.72075 -1.47554 0.207
H -1.48170 -1.66418 -0.03683 0.217
H -1.19148 -1.50907 -1.76624 0.192
H 2.16584 0.76362 -0.70303 0.236
H 3.29501 0.77650 -2.88062 0.189
H 0.99348 1.59610 -2.80424 0.204
H 0.36194 -0.03166 -3.07436 0.190
H 2.44592 0.29673 -4.36944 0.204
H 3.90053 -1.52932 -3.35988 0.207
H 2.21243 -1.98524 -3.54550 0.190
H 2.93859 -2.80660 -1.38146 0.208
H 3.64139 -1.23510 -0.96643 0.192
H 1.52450 -1.44590 0.23227 0.228
H 0.68574 -1.86299 -1.23617 0.195
H -0.14406 3.14293 -1.29867 0.197
H -2.15507 3.00242 0.27841 0.203
H -1.09870 2.91178 1.65134 0.223
H -1.36426 5.24260 -0.28409 0.187
H -1.93919 5.22223 1.36930 0.209
H 0.33686 5.18982 2.22019 0.194
H 0.24831 6.49025 1.02113 0.205
H 2.35093 5.05674 0.85939 0.208
H 1.40658 5.11852 -0.61229 0.188
H 2.13699 2.81767 -0.18428 0.202
H 1.38559 2.82478 1.38621 0.220
Sn -0.07966 -0.86788 4.29925 1.235
Cl 1.66664 0.39992 3.09203 -0.512
Cl -1.69493 0.82120 3.64634 -0.522
C -0.56298 -2.27119 2.70105 -0.475
H -1.54314 -2.12747 2.24657 0.217
C 0.25765 -3.36203 2.44970 -0.176
C 1.70542 -3.24272 2.50657 -0.188
C 2.52067 -4.36659 2.42987 -0.231
C 1.94120 -5.62912 2.27247 -0.130
C 0.55779 -5.79222 2.18934 -0.248
C -0.28234 -4.69142 2.24398 -0.161
H 2.12852 -2.22556 2.63760 0.240
H 3.60783 -4.23785 2.49901 0.222
H 0.11054 -6.78553 2.08169 0.221
H -1.37988 -4.77668 2.17966 0.217
H 2.58946 -6.50728 2.22984 0.207
O 0.28149 0.28202 7.62699 -0.435
C 0.15474 -0.50152 6.78557 0.500
```

Values from the calculation:
DFT total energy	-69805.79992	eV
energy above the lowest of the compared OMol25 structures with the same formula, charge and spin	22.4	kcal per mole

---

(2)
Density functional theory data (wB97M-V/def2-TZVPD) for 3 unconnected molecules or ions with the total composition C26H39F3N2O12 in a non-equilibrium geometry.

```
82
Properties=species:S:1:pos:R:3:lowdin_charge:R:1
C -0.22122 0.69430 8.51309 -0.099
C -0.68005 1.21728 7.03245 -0.389
C -2.26692 1.27950 6.92038 -0.106
C 0.12080 0.39656 5.93386 -0.174
C -0.67653 -0.53643 4.92151 -0.129
C -0.13673 -0.16786 3.43463 -0.017
C -0.73668 1.17233 2.86072 -0.106
O -1.67920 1.96298 3.61628 -0.018
C -0.30911 1.71816 1.48681 0.049
C 0.74181 0.83154 0.75795 0.063
C 1.34826 -0.50554 1.22405 -0.093
O 2.30279 -1.17193 0.41923 -0.106
C 1.68805 -2.02619 -0.59135 -0.154
C 2.12121 -1.51944 -2.04834 -0.196
N 2.89484 -2.50691 -2.85553 -0.085
C 2.21482 -3.82526 -2.98403 -0.204
C 0.69277 -3.77137 -3.48102 -0.369
C 0.55199 -3.42193 -5.06480 -0.055
O 0.16879 -5.14723 -3.35127 -0.111
C 0.87137 -1.02040 2.63584 0.008
C 1.45132 -2.39538 3.19046 -0.115
O 0.46213 -3.33037 3.68651 -0.002
C -0.02931 -4.19333 2.68907 -0.441
F -1.42846 -4.35688 2.95496 0.074
F 0.51252 -5.50998 2.82234 0.090
F 0.05476 -3.70144 1.37556 0.106
C 0.96594 1.71527 -0.53954 -0.277
O 1.49941 1.48126 -1.64680 0.042
N 0.37390 3.07119 -0.33396 0.132
C -0.72301 3.01239 0.66438 -0.304
O -1.72253 3.74037 0.80073 0.075
H -0.14987 -0.44108 8.55683 0.078
H 0.80292 1.19759 8.69383 0.086
H -0.97779 1.14370 9.24928 0.072
H -0.30160 2.31017 6.99408 0.135
H -2.67796 1.63066 7.92928 0.075
H -2.72874 0.23830 6.72074 0.085
H -2.62424 2.02758 6.12677 0.075
H 0.89094 -0.26966 6.48444 0.115
H 0.76996 1.13788 5.32835 0.125
H -0.47305 -1.62588 5.19878 0.113
H -1.80322 -0.41023 4.86402 0.100
H -2.50364 1.42592 3.62559 0.114
H 2.02874 -3.10515 -0.35208 0.125
H 0.53779 -2.05209 -0.47196 0.137
H 1.16526 -1.13175 -2.56237 0.118
H 2.82591 -0.61983 -1.87914 0.128
H 3.06091 -2.06150 -3.76881 0.104
H 2.79949 -4.41702 -3.79076 0.136
H 2.36517 -4.43565 -2.01447 0.124
H 0.00887 -3.12554 -2.83146 0.136
H -0.58005 -3.27644 -5.23501 0.088
H 0.84130 -4.38363 -5.61346 0.085
H 1.17317 -2.52031 -5.38002 0.076
H 0.98961 -5.69290 -3.45031 0.085
H 2.14852 -2.83089 2.38176 0.146
H 2.15078 -2.12824 4.06813 0.156
H -0.03002 3.36032 -1.24949 0.133
C 3.35643 4.33916 -7.77394 -0.050
O 2.35898 4.38679 -6.75592 -0.004
C 2.79873 4.02965 -5.53685 -0.599
O 3.92290 3.68917 -5.26093 0.122
O 1.76842 4.11821 -4.68095 0.006
C 2.09226 3.76488 -3.33549 -0.043
H 2.89085 4.64605 -8.71112 0.093
H 4.17018 5.03223 -7.54912 0.098
H 3.73699 3.32238 -7.89364 0.097
H 2.85551 4.43595 -2.93421 0.107
H 2.42149 2.72797 -3.27852 0.082
H 1.19027 3.87262 -2.73633 0.065
C -4.18658 2.29447 -0.50892 -0.054
O -5.08194 1.56168 -1.34420 0.002
C -4.47424 0.70903 -2.18479 -0.599
O -3.28365 0.53050 -2.27586 0.115
O -5.42255 0.08910 -2.90670 -0.001
C -4.91655 -0.85409 -3.84962 -0.047
H -4.78211 2.94986 0.12710 0.099
H -3.61619 1.61771 0.13130 0.090
H -3.51743 2.91288 -1.11034 0.091
H -4.37510 -1.65490 -3.34120 0.098
H -4.27597 -0.35985 -4.58335 0.098
H -5.76751 -1.29105 -4.37312 0.094
```

Values from the calculation:
DFT total energy	-63289.94953	eV
SMILES string	CC(C)CCc1c(O)c2c(c(OCCNC[C@@H](C)O)c1COC(F)(F)F)C(=O)NC2=O.COC(=O)OC.COC(=O)OC